Record 1
Here is a molecular structure, C34H74N4O5 in a non-equilibrium geometry from the Open Molecules 2025 dataset. Energies are from wB97M-V/def2-TZVPD.

Properties
**DFT total energy**: -52614.964 eV
**Multiplicity**: 1
**Net charge**: +2
**Orbital gap**: 0.2066 hartree
**LUMO energy**: -7.455 eV
**Relative energy (zero: lowest compared OMol25 entry of this formula, charge and spin)**: 20.4642 eV

Geometry (Å):
O (-23.62091, -11.28078, 5.25839)
H (-23.71364, -11.31101, 6.23051)
C (-21.75535, -13.33361, 4.21331)
C (-23.05877, -14.08183, 4.44515)
C (-23.33377, -14.22282, 5.95668)
C (-24.73231, -14.76840, 6.24037)
C (-25.66005, -13.67097, 5.82745)
C (-25.57259, -13.32030, 4.36045)
N (-24.15831, -13.27483, 3.88043)
O (-23.87168, -12.49579, 2.77884)
C (-26.30394, -11.97378, 4.15467)
C (-26.18502, -14.44789, 3.54526)
C (-23.01954, -15.42519, 3.68108)
H (-20.93895, -13.92864, 4.62259)
H (-21.63268, -12.34299, 4.65118)
H (-21.52251, -13.09591, 3.17533)
H (-23.04608, -13.31126, 6.48050)
H (-22.66219, -14.96925, 6.38085)
H (-24.81378, -15.09780, 7.27621)
H (-24.94528, -15.74590, 5.80766)
H (-25.39590, -12.83929, 6.48062)
H (-26.69417, -13.88330, 6.09875)
H (-25.72172, -11.08231, 4.38791)
H (-27.16635, -11.83750, 4.80719)
H (-26.58453, -11.82395, 3.11212)
H (-27.17967, -14.68267, 3.92426)
H (-25.74157, -15.42848, 3.71818)
H (-26.27932, -14.23070, 2.48129)
H (-23.79571, -16.17762, 3.82078)
H (-22.07743, -15.88788, 3.97509)
H (-22.90348, -15.21334, 2.61818)
C (-19.95299, -11.48834, 3.81204)
C (-21.33457, -10.83725, 4.01169)
C (-21.71660, -9.93968, 2.78340)
N (-23.16209, -9.34915, 2.79058)
C (-23.41306, -8.40421, 3.99500)
C (-23.31896, -8.53310, 1.47109)
C (-24.71539, -8.75591, 0.88311)
C (-25.35637, -9.71070, 1.85367)
C (-24.24322, -10.35762, 2.69182)
H (-19.13131, -10.77910, 3.71234)
H (-19.82423, -12.07003, 2.89926)
H (-19.68593, -12.04447, 4.71064)
H (-21.26487, -10.28197, 4.94706)
H (-22.14859, -11.55272, 4.12820)
H (-21.67009, -10.49771, 1.84823)
H (-21.04896, -9.08071, 2.71621)
H (-23.51559, -9.02226, 4.88696)
H (-24.35008, -7.90767, 3.74291)
H (-22.60184, -7.68943, 4.13322)
H (-23.13005, -7.50353, 1.77508)
H (-22.47343, -8.73826, 0.81450)
H (-25.33155, -7.87606, 0.69787)
H (-24.64647, -9.26080, -0.08044)
H (-25.97223, -9.10887, 2.52197)
H (-26.01823, -10.46985, 1.43686)
H (-24.43914, -10.71005, 3.70449)
H (-23.76182, -11.18588, 2.17188)
C (-27.62184, -10.64965, 6.21601)
C (-26.20918, -10.78831, 6.80344)
C (-26.19112, -11.98748, 7.81847)
N (-24.91813, -12.16057, 8.68999)
C (-23.64520, -12.45000, 7.85602)
C (-25.12799, -13.31649, 9.60008)
C (-24.32689, -12.99341, 10.86673)
C (-24.14840, -11.46905, 10.88398)
C (-24.60921, -10.90205, 9.54862)
H (-27.82582, -11.50457, 5.57133)
H (-27.75294, -9.73707, 5.63454)
H (-28.41959, -10.59985, 6.95710)
H (-25.90703, -9.80226, 7.15630)
H (-25.51860, -10.97014, 5.97995)
H (-26.36604, -12.98581, 7.41743)
H (-27.00997, -11.76156, 8.50151)
H (-23.37516, -11.58294, 7.25321)
H (-24.09208, -13.27335, 7.29879)
H (-22.82679, -12.81838, 8.47457)
H (-24.87293, -14.21114, 9.03205)
H (-26.17164, -13.34571, 9.91321)
H (-23.38388, -13.52028, 11.01248)
H (-24.99704, -13.25076, 11.68695)
H (-23.14848, -11.06747, 11.04829)
H (-24.82669, -11.07182, 11.63912)
H (-23.97320, -10.18870, 9.02449)
H (-25.57851, -10.42231, 9.68430)
C (-17.91419, -6.23048, 7.43040)
C (-19.27696, -6.76935, 6.85190)
C (-20.05261, -7.49095, 7.98297)
N (-21.35038, -8.18279, 7.42962)
C (-22.30128, -7.19527, 6.64536)
C (-22.21523, -8.83441, 8.58847)
C (-22.85208, -10.10452, 7.95846)
C (-22.24004, -10.25604, 6.58709)
C (-20.96883, -9.48695, 6.70290)
H (-18.00424, -5.72218, 8.39041)
H (-17.47424, -5.74038, 6.56187)
H (-17.34527, -7.08775, 7.79028)
H (-19.27209, -7.33412, 5.91964)
H (-19.74474, -5.80458, 6.65572)
H (-20.40700, -6.76171, 8.71147)
H (-19.69890, -8.33711, 8.57206)
H (-22.42690, -6.35852, 7.33250)
H (-23.24433, -7.72938, 6.52922)
H (-21.72846, -7.07036, 5.72646)
H (-22.91594, -8.06656, 8.91636)
H (-21.55251, -9.05275, 9.42586)
H (-23.92308, -9.98207, 7.79700)
H (-22.67346, -11.04031, 8.48807)
H (-22.85013, -9.79995, 5.80743)
H (-22.18816, -11.27105, 6.19317)
H (-20.64875, -9.21894, 5.69602)
H (-20.22715, -10.06264, 7.25660)
O (-25.43211, -10.04304, 4.81304)
C (-25.40548, -8.77792, 5.31794)
O (-24.73496, -8.60736, 6.37367)
O (-25.96375, -7.77286, 4.82363)
H (-24.65591, -10.48099, 5.16986)

Mulliken atomic charge list, values in e, 4 entries: 1.593 -0.003 -1.629 1.741

Record 2
Here is a molecular structure, C34H75AsF6NO18PS7 in a non-equilibrium geometry from the Open Molecules 2025 dataset. Energies are from wB97M-V/def2-TZVPD.

Properties
**DFT total energy**: -237096.904 eV
**Multiplicity**: 1
**Orbital gap**: 0.3682 hartree
**LUMO energy**: 0.103 eV

Geometry (Å):
N (-0.54358, -24.61910, -1.77014)
H (-0.73201, -23.67629, -2.07948)
H (-0.31015, -25.16682, -2.58598)
H (-1.37061, -25.10164, -1.44877)
H (0.18670, -24.55119, -1.07575)
As (2.24773, -22.52291, -1.66082)
F (1.56787, -23.87462, -0.72095)
F (3.43895, -22.19509, -0.35417)
F (3.02990, -21.37272, -2.67835)
F (1.00210, -22.72729, -2.93425)
F (1.29975, -21.24200, -0.96418)
F (3.17056, -23.90403, -2.41155)
C (-4.99349, -20.71158, -4.40236)
C (-6.28287, -21.40772, -3.98344)
C (-6.04096, -22.93904, -3.50112)
S (-4.74078, -23.49658, -4.76460)
O (-5.23537, -24.24122, -5.86475)
O (-3.69021, -24.18452, -4.08897)
C (-4.27724, -21.76088, -5.40190)
H (-4.18652, -20.65526, -3.67179)
H (-4.99754, -19.64666, -4.63480)
H (-6.90873, -21.43320, -4.87548)
H (-6.68153, -20.70949, -3.24747)
H (-6.88205, -23.62312, -3.38836)
H (-5.50953, -22.92070, -2.54962)
H (-4.70665, -21.81248, -6.40242)
H (-3.19215, -21.66039, -5.37763)
C (-2.92538, -27.36853, 2.29831)
C (-2.27680, -28.11798, 1.12076)
C (-3.31899, -27.82385, 0.00291)
S (-3.83937, -26.07551, 0.06040)
O (-5.29204, -26.04354, -0.14851)
O (-2.91278, -25.26536, -0.70956)
C (-3.46428, -25.90749, 1.77708)
H (-2.32414, -27.09731, 3.16609)
H (-3.82315, -27.95450, 2.49514)
H (-2.11039, -29.18300, 1.28245)
H (-1.33969, -27.70126, 0.75160)
H (-4.25181, -28.35061, 0.20408)
H (-3.08970, -28.12308, -1.01983)
H (-4.35683, -25.57468, 2.30687)
H (-2.77127, -25.06629, 1.79273)
C (-2.24109, -27.37173, -6.90058)
C (-3.28390, -27.04823, -5.81756)
C (-2.69663, -27.51375, -4.46997)
S (-0.86591, -27.32369, -4.63819)
O (-0.28895, -28.57329, -4.32032)
O (-0.40619, -26.14035, -3.93669)
C (-0.77658, -27.00394, -6.44823)
H (-2.54529, -27.01205, -7.88353)
H (-2.38075, -28.44155, -7.05577)
H (-4.23709, -27.53065, -6.03394)
H (-3.23593, -25.96483, -5.70783)
H (-2.85326, -28.56192, -4.21522)
H (-3.17623, -26.88906, -3.71641)
H (0.14153, -27.48432, -6.78647)
H (-0.45802, -25.96458, -6.52804)
C (-2.24664, -20.30308, 1.81474)
C (-3.77069, -20.77230, 1.74948)
C (-3.90295, -21.93012, 0.63077)
S (-2.63906, -21.30439, -0.71383)
O (-3.38738, -20.32388, -1.59257)
O (-1.88132, -22.45445, -1.16037)
C (-1.58995, -20.31432, 0.38930)
H (-1.66149, -21.02139, 2.38894)
H (-1.87952, -19.41741, 2.33330)
H (-4.49945, -19.99533, 1.51856)
H (-4.27272, -21.20564, 2.61451)
H (-4.83780, -22.11283, 0.10090)
H (-3.43421, -22.85370, 0.97045)
H (-1.62506, -19.42853, -0.24491)
H (-0.53031, -20.56242, 0.45030)
C (3.38472, -28.57391, -0.08557)
C (3.65259, -28.20242, -1.51079)
C (2.28914, -28.48629, -2.23612)
S (0.92198, -28.50003, -1.04236)
O (0.57781, -29.90973, -0.89986)
O (-0.04274, -27.44063, -1.49065)
C (2.04842, -27.94726, 0.41920)
H (4.27237, -28.41046, 0.52555)
H (3.36225, -29.66184, -0.02237)
H (4.56612, -28.47187, -2.04083)
H (3.80911, -27.12564, -1.44647)
H (2.29382, -29.50409, -2.62620)
H (1.93020, -27.90127, -3.08289)
H (1.68788, -28.52169, 1.27251)
H (1.94020, -26.86267, 0.42698)
C (4.34649, -24.21848, -5.20590)
C (3.16677, -23.66241, -6.09260)
C (2.98526, -24.55742, -7.34409)
S (4.65323, -24.86549, -7.85505)
O (5.10059, -23.81157, -8.78490)
O (4.71552, -26.31356, -8.35187)
C (5.38553, -24.78839, -6.17974)
H (3.97417, -24.88193, -4.42533)
H (4.76651, -23.34339, -4.71002)
H (3.67323, -22.82863, -6.57880)
H (2.22971, -23.41640, -5.59310)
H (2.37567, -24.31456, -8.21444)
H (2.40830, -25.42835, -7.03308)
H (6.25592, -24.13499, -6.23956)
H (5.61117, -25.84959, -6.07460)
C (2.77423, -23.06921, 3.05388)
C (2.90410, -24.48497, 3.83005)
C (2.01274, -25.45373, 3.13769)
S (0.42758, -24.54302, 2.70778)
O (-0.61301, -24.40411, 3.77574)
O (-0.07625, -24.88332, 1.37323)
C (1.37990, -22.87011, 2.53782)
H (3.58357, -22.97036, 2.33048)
H (3.06478, -22.22450, 3.67850)
H (2.27517, -24.33624, 4.70777)
H (3.82096, -24.91801, 4.23001)
H (1.58367, -26.40771, 3.44418)
H (2.35763, -25.67400, 2.12743)
H (0.89472, -21.97355, 2.92367)
H (1.47591, -22.76299, 1.45736)
C (-0.12722, -23.86464, -10.12059)
C (-1.09151, -22.74838, -9.57343)
O (-0.62642, -22.28840, -8.29789)
P (0.49446, -21.05901, -8.20928)
O (0.04002, -19.85144, -8.89873)
O (0.73810, -20.94378, -6.60780)
C (-0.03214, -20.27497, -5.57282)
C (0.53449, -18.84686, -5.59750)
O (1.77551, -21.73739, -8.83714)
C (3.02472, -21.09253, -8.98168)
C (3.37451, -19.99464, -7.93988)
H (0.18204, -24.58432, -9.36262)
H (-0.63236, -24.29719, -10.98421)
H (0.64931, -23.47582, -10.77932)
H (-1.19527, -21.84663, -10.17691)
H (-2.11633, -23.06981, -9.38763)
H (-1.10936, -20.28345, -5.73895)
H (0.18535, -20.72397, -4.60369)
H (0.04055, -18.18642, -6.31021)
H (0.23585, -18.28040, -4.71544)
H (1.60356, -18.77154, -5.39871)
H (3.69088, -21.95500, -8.95964)
H (3.07012, -20.67617, -9.98801)
H (4.43871, -19.83814, -8.11621)
H (2.86718, -19.04387, -8.10345)
H (3.48894, -20.32270, -6.90673)

Mulliken atomic charge list, values in e, 4 entries: 2.083 0.211 0.521 -0.139